(1)
# C5H15N3O3P

A cluster of 2 separate species, C5H15N3O3P in total at a distorted geometry (ωB97M-V/def2-TZVPD, the Open Molecules 2025 dataset).

Calculated values
E_tot, eV: -25329.75674
Lowest unoccupied orbital energy (alpha / beta), eV: 3.6 / 3.6
Charge: -1
Kohn-Sham gap (alpha / beta), hartree: 0.2542 / 0.2347

Each line ends with the Löwdin charge.
CARTESIAN COORDINATES (ANGSTROEM)
C: -0.4675 1.5853 -2.2762  -0.13
C: 1.8112 1.5941 1.3524  -0.11
C: -0.0493 -2.2841 1.7892  -0.18
C: -1.5056 -0.1370 -0.7784  -0.10
C: 0.8117 -0.5521 0.2841  -0.31
N: -1.2965 1.2673 -1.0256  -0.19
N: 1.0246 0.9115 0.2978  -0.14
N: 0.2607 -0.9537 1.5249  -0.10
O: 2.6396 -2.4466 0.4587  -0.37
O: 2.8726 -0.7496 -1.4903  -0.37
O: 0.9394 -2.5469 -1.3799  -0.18
P: 1.9970 -1.5736 -0.5850  0.25
H: -0.9870 1.0989 -3.1385  0.07
H: -0.6236 2.7201 -2.4627  0.09
H: 0.5700 1.3254 -2.2580  0.03
H: 1.9456 2.6424 1.2292  0.04
H: 1.2126 1.4009 2.2549  0.06
H: 2.8658 1.0891 1.4893  0.11
H: -1.0213 -2.5523 1.5604  0.04
H: 0.6962 -3.0256 1.3433  0.09
H: 0.0162 -2.4537 2.9227  0.09
H: -1.4277 -0.7841 -1.5803  0.00
H: -2.3483 -0.4123 -0.1204  0.05
H: -0.6784 1.6540 -0.2614  0.07
H: 1.4193 1.0458 -0.6658  0.08
H: -0.6125 -0.4535 1.6793  0.10
H: 1.1630 -2.6472 -2.2804  0.02

Cartesian forces (eV/Å) of the 2 atoms listed first:
-3.40 1.26 0.06
1.02 -3.41 0.72

=====

(2)
# C3Br3ClO

The molecule C3Br3ClO at a distorted geometry (ωB97M-V/def2-TZVPD, the Open Molecules 2025 dataset).

Calculated values
Structure (SMILES): O=C(Br)/C(Br)=C(/Cl)Br
E_tot, eV: -227806.49175
Lowest unoccupied orbital energy, eV: 0.0
Charge: 0
Kohn-Sham gap, hartree: 0.3555

Each line ends with the Löwdin charge.
CARTESIAN COORDINATES (ANGSTROEM)
C: -0.0785 -0.5696 0.2418  -0.78
C: 1.1301 -0.4298 -0.2603  -1.29
C: -1.0497 0.9073 0.4233  -0.86
O: -0.8266 1.6443 1.2806  0.05
Cl: 2.1582 -1.7595 -0.3378  0.65
Br: -0.8575 -2.2885 0.3743  0.73
Br: 1.8112 1.2711 -0.7016  0.77
Br: -2.2870 1.2247 -1.0204  0.72

Cartesian forces (eV/Å) of the 2 atoms listed first:
-2.84 2.16 -0.35
0.12 0.62 0.61

=====

(3)
# C54H58ClCsN3O6P3S4

A structure of composition C54H58ClCsN3O6P3S4 at a distorted geometry (ωB97M-V/def2-TZVPD, the Open Molecules 2025 dataset).

Calculated values
E_tot, eV: -157982.81806
Lowest unoccupied orbital energy, eV: 3.6
Charge: -2
Kohn-Sham gap, hartree: 0.2428

Each line ends with the Löwdin charge.
CARTESIAN COORDINATES (ANGSTROEM)
Cs: 1.3138 -0.5498 2.0428  1.41
Cl: -2.4661 1.3611 2.3662  0.73
C: -4.1134 1.7011 1.9458  -0.67
C: -4.9652 2.3135 2.8511  -0.11
C: -6.2678 2.6045 2.4752  -0.10
C: -6.7070 2.2914 1.1996  -0.10
C: -5.8541 1.6731 0.3035  -0.08
C: -4.5476 1.3632 0.6609  -0.40
P: -3.3325 0.4934 -0.4133  1.06
C: -4.4569 0.0698 -1.8036  -0.44
C: -5.3496 -0.9717 -1.5525  -0.15
C: -6.2014 -1.4243 -2.5409  -0.10
C: -6.1551 -0.8579 -3.8042  -0.11
C: -5.2623 0.1650 -4.0658  -0.09
C: -4.4224 0.6343 -3.0709  -0.11
C: -2.4678 1.9552 -1.0912  -0.38
C: -1.5796 1.7064 -2.1361  -0.15
C: -0.9079 2.7497 -2.7446  -0.10
C: -1.0694 4.0439 -2.2769  -0.09
C: -1.9104 4.2895 -1.2040  -0.09
C: -2.6216 3.2548 -0.6216  -0.09
H: -4.6088 2.5612 3.8388  0.10
H: -6.9366 3.0807 3.1781  0.09
H: -7.7187 2.5325 0.9005  0.10
H: -6.2003 1.4317 -0.6919  0.10
H: -5.3490 -1.4342 -0.5738  0.10
H: -6.8904 -2.2346 -2.3401  0.10
H: -6.7963 -1.2304 -4.5929  0.10
H: -5.2064 0.5952 -5.0566  0.10
H: -3.7224 1.4227 -3.3033  0.09
H: -1.4385 0.6902 -2.4820  0.04
H: -0.2678 2.5478 -3.5909  0.10
H: -0.5378 4.8602 -2.7455  0.10
H: -2.0233 5.2960 -0.8223  0.10
H: -3.2953 3.4667 0.1972  0.09
O: 6.4320 -2.2875 1.1810  0.03
C: 6.0630 -2.5270 2.4468  -0.28
C: 7.0744 -2.7289 3.3879  -0.04
C: 6.7735 -2.9434 4.7189  -0.12
C: 5.4511 -2.9571 5.1370  -0.12
C: 4.4423 -2.7829 4.2088  -0.04
C: 4.7216 -2.5780 2.8627  -0.07
C: 3.5674 -2.4588 1.9155  -0.61
O: 2.4155 -2.7388 2.3055  -0.36
N: 3.9232 -2.1214 0.6826  -0.02
N: 2.9244 -1.9458 -0.2225  -0.11
C: 3.0782 -2.3802 -1.3883  -0.89
S: 1.8979 -2.1071 -2.6488  0.91
C: 2.3989 -3.6025 -3.5686  -0.52
C: 3.9073 -3.5855 -3.6258  -0.55
S: 4.5134 -3.3611 -1.9147  0.87
H: 5.5827 -2.1928 0.6576  0.05
H: 8.0979 -2.7003 3.0410  0.10
H: 7.5728 -3.0935 5.4346  0.09
H: 5.2118 -3.1172 6.1800  0.09
H: 3.4018 -2.7914 4.5069  0.11
H: 1.9380 -3.5651 -4.5510  0.04
H: 2.0374 -4.4794 -3.0272  0.08
H: 4.2698 -2.7517 -4.2312  0.07
H: 4.3206 -4.5219 -4.0049  0.07
N: 1.4296 2.4098 0.1602  0.12
C: 2.5225 1.9232 -0.5276  -0.34
C: 2.3934 1.4040 -1.8166  -0.05
C: 3.5132 1.0462 -2.5426  -0.12
C: 4.7778 1.1754 -1.9942  -0.12
C: 4.9121 1.6567 -0.7016  -0.10
C: 3.8013 2.0368 0.0224  -0.04
H: 1.5549 2.4548 1.1647  0.04
H: 0.5417 2.0098 -0.1065  0.08
H: 1.4081 1.2772 -2.2457  0.09
H: 3.3981 0.6521 -3.5434  0.09
H: 5.6515 0.8847 -2.5607  0.09
H: 5.8965 1.7291 -0.2577  0.10
H: 3.8984 2.4122 1.0311  0.10
C: 3.6624 1.9225 7.2106  -0.03
C: 2.4700 1.3442 6.4379  -0.65
C: 2.8502 -0.0157 5.8597  -0.04
C: 1.2771 1.1792 7.3858  -0.03
O: 2.1458 2.2961 5.4444  -0.17
P: 1.4246 1.8669 4.0203  0.18
O: 2.4251 1.3765 3.0381  -0.62
O: 0.2171 1.0208 4.2615  -0.42
O: 1.0436 3.3419 3.4576  -0.16
C: 0.3763 4.4094 4.0958  -0.64
C: 1.4275 5.2816 4.7919  -0.03
C: -0.3074 5.2026 2.9753  -0.02
C: -0.6610 3.9195 5.1007  -0.03
H: 3.9091 1.2784 8.0521  0.08
H: 3.4183 2.9177 7.5783  0.08
H: 4.5253 1.9958 6.5534  0.09
H: 3.2194 -0.6669 6.6516  0.09
H: 3.6136 0.1015 5.0963  0.09
H: 1.9744 -0.4632 5.4010  0.07
H: 1.5033 0.4402 8.1524  0.08
H: 0.4185 0.8540 6.8062  0.08
H: 1.0480 2.1306 7.8641  0.08
H: 2.1603 5.6115 4.0592  0.09
H: 1.9395 4.6828 5.5386  0.07
H: 0.9696 6.1492 5.2643  0.08
H: 0.4211 5.4475 2.2069  0.09
H: -0.7431 6.1203 3.3666  0.08
H: -1.0892 4.6016 2.5193  0.07
H: -0.1638 3.3423 5.8726  0.06
H: -1.3738 3.2714 4.5982  0.06
H: -1.1832 4.7650 5.5488  0.08
S: -1.6150 -0.1969 -5.2065  0.19
P: -2.0352 -1.9341 -4.3803  0.00
S: -2.1399 -2.1506 -2.4228  0.25
C: -3.5737 -2.6152 -5.1599  -0.37
C: -4.4142 -3.4623 -4.4546  -0.13
C: -5.5309 -3.9972 -5.0691  -0.11
C: -5.8166 -3.6784 -6.3867  -0.12
C: -4.9752 -2.8345 -7.0931  -0.10
C: -3.8549 -2.3079 -6.4820  -0.12
C: -0.9380 -3.2495 -5.0793  -0.37
C: -0.9933 -4.5066 -4.4962  -0.11
C: -0.2665 -5.5540 -5.0269  -0.10
C: 0.5300 -5.3429 -6.1413  -0.12
C: 0.5992 -4.0847 -6.7158  -0.12
C: -0.1336 -3.0366 -6.1864  -0.12
H: -4.1869 -3.6819 -3.4220  0.07
H: -6.1839 -4.6610 -4.5161  0.10
H: -6.6979 -4.0868 -6.8676  0.09
H: -5.1976 -2.5912 -8.1264  0.09
H: -3.1908 -1.6441 -7.0199  0.07
H: -1.6081 -4.6403 -3.6184  0.07
H: -0.3235 -6.5371 -4.5770  0.10
H: 1.1036 -6.1624 -6.5566  0.09
H: 1.2262 -3.9256 -7.5829  0.10
H: -0.0825 -2.0482 -6.6217  0.07

Cartesian forces (eV/Å) of the 2 atoms listed first:
-2.50 -0.53 -1.90
0.01 0.20 0.51

=====

(4)
# C26H20AgCl3N3P2Se2Si

A structure of composition C26H20AgCl3N3P2Se2Si at a distorted geometry (ωB97M-V/def2-TZVPD, the Open Molecules 2025 dataset).

Calculated values
E_tot, eV: -230478.09453
Lowest unoccupied orbital energy, eV: 2.2
Charge: -1
Kohn-Sham gap, hartree: 0.2534

Each line ends with the Löwdin charge.
CARTESIAN COORDINATES (ANGSTROEM)
Ag: 4.6314 0.4040 0.2831  0.30
Se: -1.3942 0.0182 -1.3873  0.44
P: -1.0445 -0.1176 0.7462  0.65
C: -2.0513 0.8176 1.9033  -0.33
C: -2.9580 1.7529 1.4053  -0.10
C: -3.8414 2.3738 2.3050  -0.09
C: -3.8445 2.0436 3.6621  -0.11
C: -2.8703 1.1823 4.1655  -0.08
C: -1.9522 0.5671 3.2942  -0.07
C: -1.2510 -1.8639 1.2360  -0.33
C: -2.0268 -2.7202 0.4231  -0.11
C: -2.1728 -4.0908 0.7414  -0.09
C: -1.4455 -4.6785 1.7712  -0.09
C: -0.6588 -3.8409 2.5676  -0.09
C: -0.5836 -2.4566 2.3504  -0.07
C: 0.6261 0.4658 1.2313  -0.43
C: 1.6666 1.0375 0.5205  -0.47
N: 2.7736 0.9518 1.4083  -0.15
N: 2.3569 0.4127 2.5655  -0.06
N: 1.0556 0.2123 2.5260  -0.03
P: 1.7346 1.3977 -1.2539  0.64
Se: 3.8546 2.2467 -1.3800  0.15
C: 0.5139 2.6558 -1.5690  -0.42
C: -0.1669 3.2809 -0.5097  -0.08
C: -1.3007 4.1091 -0.7859  -0.08
C: -1.6511 4.4004 -2.0977  -0.08
C: -0.8742 3.8415 -3.1192  -0.09
C: 0.1519 2.9623 -2.8930  -0.10
C: 1.6093 -0.1410 -2.2070  -0.43
C: 1.4975 -0.0915 -3.5991  -0.11
C: 1.3395 -1.2851 -4.3103  -0.09
C: 1.4472 -2.5248 -3.7055  -0.08
C: 1.7124 -2.5573 -2.3496  -0.09
C: 1.8021 -1.4067 -1.5807  -0.11
H: -2.9620 1.9828 0.3495  0.06
H: -4.5436 3.1349 1.9175  0.10
H: -4.6640 2.4171 4.3255  0.11
H: -2.7692 0.9716 5.2525  0.11
H: -1.1583 -0.0261 3.6926  0.07
H: -2.5014 -2.2992 -0.4807  0.04
H: -2.9298 -4.6798 0.2342  0.10
H: -1.5070 -5.7419 1.9108  0.09
H: -0.0672 -4.2423 3.4048  0.11
H: 0.0284 -1.8666 3.0479  0.09
H: 0.1607 3.1549 0.5208  0.11
H: -1.8328 4.4329 0.1050  0.10
H: -2.4853 5.0520 -2.3640  0.10
H: -1.1405 4.1249 -4.1273  0.10
H: 0.7231 2.5733 -3.6996  0.08
H: 1.5496 0.8569 -4.1590  0.10
H: 1.1909 -1.1450 -5.3819  0.10
H: 1.4267 -3.4707 -4.2462  0.11
H: 1.9385 -3.4894 -1.8225  0.11
H: 1.8784 -1.5269 -0.4949  0.09
Cl: 5.6112 -2.6257 -1.9448  0.09
Si: 5.6060 -1.7364 -0.0642  -0.81
Cl: 7.4822 -2.1530 0.6881  0.09
Cl: 4.2799 -3.0575 0.9779  0.02

Cartesian forces (eV/Å) of the 2 atoms listed first:
0.40 -0.31 -0.27
-0.57 0.21 1.23

=====

What relative energy (zero: lowest compared OMol25 entry of this formula, charge and spin) values result from the calculations? In sequence: 201.29; 0.00; 196.16; 0.00 kJ/mol.